A 3-piece molecular cluster, C31H63Br2F4N3O10PS overall, computed with ωB97M-V with the def2-TZVPD basis set.

Geometry as ORCA input:
```
! wB97M-V def2-TZVPD RIJCOSX def2/J DEFGRID3
* xyz 1 1
N 2.6424 1.1702 -1.2811
C -3.5491 1.0477 -2.4845
H 3.7549 -8.1295 4.7555
H -0.0289 -2.7148 6.5059
H 2.6695 1.6261 -7.1008
C 1.1487 4.1531 -9.1755
H 0.2533 4.6913 -9.5045
O 1.9297 -7.3778 5.3977
F -5.4098 1.0391 -1.0339
H 0.0638 -1.1632 4.7587
C -4.0844 0.8160 -1.0332
C -0.2128 -8.4452 4.9216
C -1.1685 1.2098 0.0094
H 2.6624 -9.3259 5.4965
H -2.2290 1.9409 1.6043
H 0.8378 5.5155 -7.1709
H -2.1021 3.8724 1.9423
C -0.1773 3.5051 1.0017
H -2.6302 -3.1738 -0.5320
H 1.7828 -0.0380 -3.4172
H -2.6079 1.5947 -2.5016
H 0.8702 3.4307 -8.4043
F -3.8814 -0.4680 -0.6932
O -2.1874 -3.9963 4.1405
H -1.5248 0.9039 -0.9693
H 0.3421 5.4430 2.8070
C 2.2238 0.9143 -3.7173
C -0.7112 5.1758 2.8894
O 2.1359 5.0569 -8.7147
C -1.6667 -3.6874 -0.5422
H 0.4095 3.2275 -2.0301
N -2.4026 1.2256 0.8893
C 4.1498 -0.6743 -0.6305
H 0.6814 -6.7983 3.9089
H 2.7807 0.7818 -4.6406
H -1.0422 5.1508 -3.8824
C 3.1428 1.3659 -2.6228
H 1.4177 1.6383 -3.8476
H -0.8932 4.6197 3.8063
H 4.8401 -0.9900 0.1531
C -3.1701 3.1577 -0.4782
O 4.2103 1.8708 -2.8267
C 0.5888 -3.0654 5.6800
H 2.0725 2.4405 0.2520
H 1.5429 -1.8692 4.1474
C 1.0073 -7.7312 4.3813
H 4.1150 2.3999 -6.4120
F -4.4484 1.7518 -3.1680
C -1.0998 -3.7053 0.8746
C -1.8337 4.5982 -3.3798
H -4.3522 1.9386 0.7561
O -0.1148 -2.6800 3.3292
H -1.0182 -3.1418 -1.2277
H 3.3550 0.8434 0.6543
H -0.8967 -8.6388 4.0898
C 1.9579 2.3990 -0.8254
H 3.7739 4.9000 -6.5695
H 3.4647 -8.1067 6.5072
F -3.3746 -0.1330 -3.0743
C -3.5338 1.7737 0.0531
C 0.2223 -9.6599 6.9154
C -2.4922 -1.3457 3.7925
H -1.8448 -4.6925 -0.9181
H 1.5674 3.6193 -10.0264
H 3.4369 2.9769 -7.9564
Br 0.6162 2.4438 2.4423
C 2.7041 4.8122 -6.3589
O -2.6686 5.6492 -1.1487
N -1.7958 3.2738 -1.0014
H -1.8120 3.5435 -3.6412
H 2.5165 5.2790 -5.3864
H 0.3014 1.5134 -1.8369
H 1.4977 -8.3442 3.6179
H 4.6264 -0.7948 -1.6026
H 0.2453 -4.0576 5.3916
C 3.0048 -8.2902 5.5377
P -1.6879 -2.8885 3.3113
H 2.4823 3.2742 -1.2274
H -0.7660 -9.6614 7.3869
H 0.7779 -8.7825 7.2534
C -1.2084 4.4310 1.6437
H 0.7571 -10.5577 7.2199
O 2.3338 3.4462 -6.2499
H -2.2597 -1.2388 4.8536
C 0.4932 2.4420 -1.2924
H -2.8027 5.0242 -3.6370
S -1.5930 4.8375 -1.6444
C 3.1908 2.5741 -6.9731
H -0.7332 -7.8048 5.6414
C 0.5373 -2.1100 4.4895
C -2.0725 -0.0562 3.0541
O 0.1043 -9.6946 5.5043
C -0.6373 2.6529 -0.2378
H -2.4132 0.8045 3.6366
H -2.5903 -0.9068 1.1014
H -0.9906 -0.0401 2.9495
H -0.9727 -4.7277 1.2327
H 2.2167 6.6016 -7.4028
C -2.7538 -0.0158 1.6930
C 1.9069 5.5525 -7.4115
C 3.7231 0.7629 -0.3719
H -3.8311 0.0508 1.8638
H -1.5084 5.1889 0.9258
Br 0.0858 -0.1788 0.4102
H -1.2670 6.1117 2.9697
H -3.4017 3.8915 0.2909
O -0.2412 5.2455 -1.3942
H 3.2758 -1.3275 -0.5634
O -2.0248 -3.0235 1.7618
H -3.8663 3.3906 -1.2898
H -0.1347 -3.2058 0.9128
H 1.6113 -3.1507 6.0449
H 4.5865 1.4332 -0.4505
H 0.6344 4.1380 0.6484
H -3.5622 -1.5448 3.7051
*
```

frontier orbital gap = 7.81 eV
highest occupied orbital energy = -10.4 eV
LUMO energy = -2.61 eV



C31H64BClF2MnN6OSbSi3 as an isolated structure, computed with ωB97M-V with the def2-TZVPD basis set.

Geometry as ORCA input:
```
! wB97M-V def2-TZVPD RIJCOSX def2/J DEFGRID3
* xyz 1 6
H 0.4448 8.1142 4.4361
H -1.9358 3.0993 -3.8426
H -2.4584 -0.1513 -6.7330
H 2.4335 0.5042 0.2042
C 1.0701 8.1424 -0.0617
Si 1.2391 0.5569 -4.0886
H 0.2372 6.2443 1.4487
C 0.0511 -2.9128 1.0889
H 1.9684 2.0397 -5.9245
H 2.9184 -1.2163 -3.4347
H 1.0319 -2.9139 1.5625
H 3.0368 -2.0587 0.6653
H -5.2737 0.4245 -4.3881
C 3.8122 8.4263 0.1729
H -0.4685 -2.8383 -0.8869
F -1.0869 2.2026 -1.4954
N -0.8333 4.6221 2.0065
H -1.2480 -2.2087 -6.8327
H 2.3746 -1.4417 -5.0968
Cl 4.2730 7.7605 -2.4079
C 2.7021 5.3165 2.6037
H 1.4712 1.4537 -1.7344
H -1.7475 -4.5888 -2.7234
C -2.9073 2.6041 -3.8233
H 2.0326 7.7166 3.8238
C 1.7954 1.7683 -2.7277
C 1.2108 3.7125 3.7872
H -4.4033 -1.1103 -4.3293
H 1.7885 5.1209 5.9271
H -1.6103 1.3856 -6.5691
C 2.9879 8.6315 1.2667
H -3.3593 1.3616 -6.7950
H -4.5040 -0.0926 -2.8880
C 1.6085 8.4593 1.1826
C 0.5198 -3.6993 -4.5082
H -1.9393 -2.2732 1.5755
Si -1.1497 -2.8201 -4.4034
H 1.9729 3.0977 4.2712
C 0.9701 7.6733 3.5875
B -1.3412 1.7980 -0.1607
H -2.8641 -3.2217 -2.6039
C -0.6673 4.0244 0.7985
C 1.7728 -0.3102 1.9423
H 1.0390 -3.7336 -3.5481
H 0.2542 2.3025 -5.5854
C 1.5185 -2.4245 -0.8436
H 2.6770 6.4851 5.2278
O -0.4369 5.9837 4.6356
H 0.9622 9.6394 2.8107
C -0.3499 5.9509 2.3069
H 1.9328 -3.4401 -0.8513
C -2.3053 -3.8487 -3.3020
Sb -0.9688 -0.5359 -3.1949
H -2.8717 -2.2669 -6.1247
C -1.8903 -2.7438 -6.1313
C 1.0276 1.5390 -5.6836
H 3.4892 4.5693 2.7241
C -4.3959 -0.0770 -3.9747
H 3.3229 4.8551 5.1153
H 0.3685 -4.7303 -4.8367
H 1.4274 -2.0904 -1.8803
H -3.2717 2.6324 -2.7967
H 0.0091 6.1393 5.4747
N 0.1780 -2.3668 -0.2643
H 0.7686 0.8910 -6.5227
H -3.5961 3.1779 -4.4479
H -1.5566 -0.1397 1.8800
H 3.1763 6.2954 2.5932
C 0.3645 0.0001 2.4637
C 0.7383 8.6505 2.4040
H 3.4320 8.9357 2.2083
C 2.5112 -1.4988 -0.1115
N 1.8783 -0.2966 0.4689
C 1.6919 5.1751 3.7437
C 1.8800 7.9257 -1.1670
C 0.4919 6.1709 3.5720
H -2.6688 2.1161 2.4139
H 0.3219 -0.3003 3.5187
H -0.2960 -3.9486 1.0808
H -1.2167 6.6071 2.4125
C 3.2528 8.0505 -1.0385
N -1.3706 2.8545 0.8227
Mn -0.3213 -0.0258 -0.6702
C -1.9932 2.8806 2.0716
N -0.6935 -0.6260 1.6763
C 2.6387 -0.6914 -4.3502
H 2.2335 5.1541 1.6289
H 4.8820 8.5617 0.2557
H -0.0058 8.0737 -0.1816
H 2.8816 1.8857 -2.7025
H -0.0717 4.3777 -0.0228
H 3.2642 -1.1929 -0.8390
H 1.0556 3.3134 2.7828
Si -2.8090 0.8300 -4.4469
H -0.8399 -2.3209 2.9657
C -0.9223 -2.0546 1.9052
H 2.0877 -1.2848 2.3154
C 2.4033 5.4400 5.0824
H 0.2837 3.6233 4.3506
H 3.5228 -0.1630 -4.7144
H 0.1990 1.0778 2.4174
C -2.5244 0.8503 -6.3097
H 2.4513 0.4234 2.3814
F -2.4176 0.8544 -0.1586
H -2.0199 -3.7615 -6.5068
H -3.0338 -4.3929 -3.9059
N -1.6750 3.9290 2.7672
H 1.1765 -3.2150 -5.2324
H 1.3553 2.7514 -2.8999
H 1.4494 7.6720 -2.1266
H -0.3122 8.6689 2.1139
*
```

relative energy (zero: lowest compared OMol25 entry of this formula, charge and spin) = 233.2 kJ/mol
frontier orbital gap (spin up / spin down) = 5.28 / 6.67 eV
highest occupied orbital energy (spin up / spin down) = -7.1 / -8.4 eV
LUMO energy (spin up / spin down) = -1.80 / -1.74 eV
<S²> = 8.83



A 8-piece molecular cluster, C31H64ClO14S8 overall, computed with ωB97M-V with the def2-TZVPD basis set.

Geometry as ORCA input:
```
! wB97M-V def2-TZVPD RIJCOSX def2/J DEFGRID3
* xyz 1 1
H -5.1584 -2.3965 0.0605
H -2.4839 3.5837 6.8713
H 10.4401 0.4712 2.6517
H -1.4107 -2.7828 -3.9708
C 4.7041 1.6391 -1.3726
H 0.2810 -0.4923 -6.8419
H 3.7640 2.5906 -3.0671
H -2.8423 -0.8367 -4.4114
C -7.5836 7.4285 5.8708
S 4.8123 -1.5426 -9.4144
C 4.9251 -1.0669 -6.6196
C -2.1299 -7.1039 -3.8461
H -1.4284 0.8635 7.7252
O -3.0006 -3.9000 0.7294
H 2.3385 0.0449 -2.2246
S 7.7416 2.0893 0.8957
C -6.6422 6.6749 4.9223
H -4.8176 2.8520 7.0801
H -0.3505 -6.3462 -2.8933
C -1.6163 1.6044 6.9504
C -1.6989 -1.1892 -6.2416
C 3.9515 -1.2771 -7.8155
O 1.2514 2.7022 -0.4170
H -2.2867 -8.0370 -1.2399
H -4.3223 -0.8956 -0.4272
C -4.3688 -1.6925 0.3147
C -1.0379 -7.1889 -2.7854
S -2.3248 0.7472 5.5427
C -3.0861 -0.5645 2.0623
H -7.8521 7.1907 8.0343
H -1.0584 -6.9456 -0.6135
H -2.9807 -0.3261 3.1175
H -6.3210 7.2982 4.0894
C -1.8121 -0.8037 -4.7598
C -0.9422 -1.7999 -4.0012
H 10.0433 1.7138 0.5564
H 5.5025 -2.6935 -9.2139
O -2.7458 -4.5475 -3.7509
H -8.5541 7.6136 5.4132
H 4.1520 -3.0113 -5.8996
H 4.2374 0.9255 -3.3884
H -3.8318 2.4239 4.8566
H -8.5456 5.8688 7.0642
H -4.7203 -1.9356 2.4285
H -0.6816 -1.4765 -2.9957
O 2.1439 0.4773 0.3416
S -2.7934 -2.5362 0.2981
O 7.7078 2.2582 -0.5384
O -6.5066 4.2413 7.1424
H -1.8401 -2.3153 2.4487
O -5.4438 6.1244 8.4193
H -4.8151 7.0741 6.0327
C -5.4583 6.2327 5.7766
C 9.4423 1.9662 1.4296
C 9.4327 0.8301 2.4475
H 9.7605 2.9212 1.8408
H -2.5960 2.8335 8.4569
S -3.2193 -5.8174 -3.2489
S 2.2376 1.6524 -0.4908
C -7.7276 6.5824 7.1423
H -2.7103 -8.0247 -3.8978
C -0.2105 -1.4121 -6.5333
H 5.7628 -0.5719 -9.4881
H -3.6528 -6.1297 -0.9306
O 7.0441 2.9967 1.7717
H -2.9239 0.3586 1.5021
C -4.0417 2.0923 6.9966
H 4.6533 -0.1349 -6.1314
H -4.8697 5.4339 5.3302
H -2.2522 -2.1122 -6.4225
H 4.5363 -1.8735 -4.6305
C 8.5466 -0.2673 1.8437
H -0.4607 -8.1078 -2.8807
H 3.3779 -2.1862 -7.6326
C -3.8989 1.5949 5.5618
H -0.0517 -2.1878 -7.2801
C -4.4722 -1.1329 1.7301
H -0.6800 2.0640 6.6437
O 0.9372 -3.3207 -5.0972
H 6.8773 -0.0813 0.4346
H -7.1492 8.3984 6.1206
H -4.6850 0.9064 5.2587
H -7.1520 5.8005 4.5115
H 9.0023 1.1779 3.3889
H 4.9317 0.6210 -1.0440
H 9.0747 -0.7488 1.0179
C -1.7578 -7.1013 -1.4335
C -2.0506 -1.6128 1.6442
H 5.8568 -2.6634 -5.4885
O -2.5397 -0.6347 5.9002
H 1.6375 1.5762 -2.7930
C 2.4284 1.1285 -2.1972
Cl 2.8088 0.0631 -7.9421
H 8.3071 -1.0397 2.5726
C 3.8241 1.5915 -2.6293
C 3.8733 2.3514 -0.3105
H 4.2260 2.1884 0.7055
S -6.2042 5.6466 7.2925
H 5.9470 -0.9414 -6.9803
H 3.8017 3.4197 -0.5121
H -2.1167 -0.4232 -6.8938
O -1.5954 1.1027 4.3480
C -2.6625 2.6377 7.3881
H 5.6434 2.1517 -1.5498
H -1.1248 -1.1620 1.2942
O 1.4845 -0.9247 -4.5700
H -1.7608 -6.8376 -4.8341
O -2.1068 -2.2428 -0.9410
H -5.2503 -0.3737 1.8010
C 4.8614 -2.2393 -5.6014
H -2.3139 -5.0031 -1.2265
C -2.7613 -5.9454 -1.5228
O -4.5898 -6.2257 -3.4353
S 0.5339 -1.9366 -4.9864
H 6.5013 0.4662 2.0869
H -1.4368 0.2123 -4.6102
C 7.2726 0.4087 1.3209
H -4.3103 1.2611 7.6527
*
```

frontier orbital gap = 7.45 eV
highest occupied orbital energy = -11.3 eV
LUMO energy = -3.84 eV



A 6-piece molecular cluster, C31H64N4O21P5 overall, computed with ωB97M-V with the def2-TZVPD basis set.

Geometry as ORCA input:
```
! wB97M-V def2-TZVPD RIJCOSX def2/J DEFGRID3
* xyz 1 1
O -4.0763 1.9457 -4.3094
O -5.8290 0.3954 4.0346
C -6.3199 3.9923 -5.5525
P 1.3197 -2.2048 -4.7617
O 6.3524 -2.8939 5.2270
C 6.8532 -2.4007 3.9723
H -1.8663 0.6101 3.9425
H -2.0734 1.5439 -4.1609
C 0.3842 -3.3730 -6.9498
H -7.2061 1.6019 0.6791
H 1.0539 6.9775 -1.1520
H 2.2932 0.5323 -3.1883
H -6.5039 -3.1756 1.8955
H -2.7396 3.9459 -3.2841
H 7.7387 -2.7764 9.1302
C 6.8211 -5.3903 7.2328
N -1.1551 -0.4971 2.3227
C -2.4013 -0.4751 0.2895
H 1.3269 5.9735 -6.5359
H 8.5350 0.3132 0.0918
H 6.0342 -2.3901 3.2574
H -8.1091 1.3741 -4.3751
H 1.8077 5.8380 -2.2908
O 0.3709 -3.3848 -5.5105
H -8.7912 1.8496 -5.9392
O -5.8051 0.4227 -4.0704
H -0.8547 -2.5593 0.2295
H 3.1392 0.0117 2.8453
H 0.2367 -4.8409 2.8463
O 1.2640 -3.0729 -3.3711
H 6.9522 0.6760 -0.6287
H -7.3288 4.3965 -5.4821
H 1.2124 -0.7581 -2.6216
H 2.6677 -3.6890 -1.9996
H 2.7180 1.4843 3.7337
H 0.7147 7.2515 -5.4650
H -2.7530 1.3432 -5.7865
O 2.5674 -1.2573 -4.1594
C 2.3992 -3.8776 -3.0390
O -1.3596 5.8945 -4.8420
H -2.4795 -0.8258 -0.7474
H -0.4137 -4.2316 1.3296
C 2.9710 1.0828 2.7501
H 3.2612 -3.6493 -3.6685
O -1.6037 5.5062 -2.5010
C 7.5811 0.8104 0.2538
N -4.1006 1.5868 2.8717
N -1.3722 -0.8102 1.0934
H 2.0583 7.5813 -2.4873
C -5.6378 -1.4128 1.0232
O 0.2975 -1.1133 -4.7726
H 8.9393 -4.0631 9.3339
P -5.5294 1.5308 -5.0602
H 7.2352 -1.3882 4.0913
H -4.8963 1.8536 0.1198
H -5.6008 4.7843 -5.3412
C 1.3552 6.3752 -5.5236
O 5.5843 0.2147 3.3159
H 6.8016 -5.7959 8.2436
O 4.1035 1.7785 2.2590
H 5.2724 0.9365 5.2214
C -6.6896 -2.1264 1.6205
H 7.7612 1.8716 0.4236
O 8.8189 -3.3472 7.4173
C -3.4286 0.3614 0.8565
H 1.5983 -2.1055 0.4332
H -9.4134 -1.8827 3.5034
H -0.2716 -4.1663 -7.3016
H -4.5667 0.3903 -0.9504
H -6.1599 3.6263 -6.5683
O 0.1795 6.9433 -3.0215
H 2.1339 1.2589 2.0712
C -7.1016 0.5456 0.9633
H 2.9298 -0.7895 -2.1906
C 8.7220 -3.1234 8.8229
H 5.8800 2.1527 4.0836
C -8.1215 -0.2071 1.5627
H 1.2687 -0.7797 1.5146
P -0.4210 5.5907 -3.7121
H 2.3789 6.6710 -5.2866
H -8.5617 -3.3657 2.8812
H 0.0211 -2.4144 -7.3257
C -2.9363 1.1913 -4.7235
H -2.9849 4.3060 -1.5618
O 6.5157 -3.9949 7.2954
C 1.3379 6.8190 -2.1935
C 0.9663 -2.8041 2.3531
C -5.0154 0.9638 3.4304
H 0.8959 -2.2887 3.3328
O -6.8488 1.2073 -6.0514
H 7.6424 -3.0543 3.5977
C -2.2419 4.2298 -2.3540
C 0.8555 -1.7669 1.1875
H 6.9681 0.8895 4.7011
O 0.9683 5.3414 -4.6186
H 7.8068 -5.5749 6.8012
H -9.0649 0.3218 1.7677
H -3.0901 0.1289 -4.5207
H 2.1405 -4.9308 -3.1567
H 1.3922 -3.5589 -7.3196
C -3.1699 0.7382 2.1966
C -9.0131 -2.3961 2.6096
H -1.5028 3.4740 -2.0788
H 6.0665 -5.8968 6.6293
H -4.6888 -1.9220 0.8262
O 6.9575 0.2200 1.4077
H 9.4709 -2.3842 9.1053
C 2.2148 -0.5339 -2.9758
O 7.3103 -1.5391 6.9368
O -6.1762 2.9512 -4.5775
C -2.0255 0.3016 2.9037
C -0.1182 -3.9171 2.3579
H -9.8712 -2.5709 1.9302
H 1.9540 -3.3010 2.3140
C -8.1336 1.1386 -5.4359
C -5.8576 -0.0495 0.7069
P 7.4834 -2.9598 6.4810
H -1.0591 -3.5532 2.8203
C -4.6870 0.7746 0.0838
N -0.4322 -1.6788 0.4970
H -8.5268 0.1318 -5.5741
C -7.9427 -1.5511 1.9183
C 5.9475 1.1052 4.3845
P 5.4380 0.8454 1.8222
O 4.6809 -0.0637 0.8868
*
```

frontier orbital gap = 6.99 eV
highest occupied orbital energy = -11.0 eV
LUMO energy = -4.01 eV



For reference, E by record: -229185.1820; -124297.9596; -161044.5141; -128570.5749 eV.